C6H12O | ωB97M-V/def2-TZVPD

```
! RIJCOSX wB97M-V def2-TZVPD def2/J DEFGRID3
* xyz 0 1
C -0.60370 -0.29146 -1.18396
C -0.48668 -1.62414 -1.57239
C 0.46905 0.60691 -0.68371
C -0.01321 1.85653 0.03251
C -1.20720 2.03422 0.63108
C -1.75825 3.38709 1.00425
H -1.63815 0.08521 -1.36474
H -0.30857 -1.96218 -2.55972
H -0.21335 -2.11802 -0.63303
H 1.06196 0.20119 0.17065
H 1.25289 0.68832 -1.42533
H 0.60590 2.73839 -0.13358
H -1.60174 1.11059 1.04190
H -1.88920 3.93466 0.06111
H -2.71908 3.36820 1.49605
H -1.19543 4.05675 1.67724
H 4.12149 -5.92178 0.77482
H 2.87964 -5.89036 1.73741
O 3.24363 -6.26011 0.92944
*
```

gap between HOMO and LUMO	7.81	eV
relative energy (zero: lowest compared OMol25 entry of this formula, charge and spin)	5.327	eV
electronic energy	-8459.0270	eV
SMILES string	C=CC/C=C/C.O
lowest unoccupied orbital energy	0.27	eV

These are the Mulliken partial charges, in e, on atoms 1 to 8: -0.309 -0.801 -0.449 -0.370 -0.119 -1.185 0.347 0.312